<1>
Below is a 2-piece molecular cluster, C4H13N2O2 overall, with properties calculated with ωB97M-V with the def2-TZVPD basis set.

Geometry as XYZ:
```
21
C4H13N2O2 ωB97M-V with the def2-TZVPD basis set
O -1.67 -0.38 1.21
C -1.28 0.39 0.35
N -2.11 1.41 -0.19
C -1.70 2.03 -1.44
C 0.20 0.42 -0.06
N 1.06 -0.34 0.83
C 2.59 -0.44 0.43
H -3.08 1.40 0.07
H -2.40 1.95 -2.37
H -1.84 3.16 -1.38
H -0.72 1.81 -1.89
H 0.13 0.25 -1.20
H 0.56 1.48 -0.09
H 0.71 -1.32 0.81
H 1.02 0.03 1.86
H 3.13 -1.00 1.21
H 2.78 0.67 0.35
H 2.44 -0.88 -0.54
H -0.60 -3.17 0.33
H 0.48 -3.97 1.22
O 0.31 -3.47 0.50
```

Output
**Total charge**: +2
**2S+1**: 2

=====

<2>
Below is a 2-piece molecular cluster, C4H13N2O2 overall, with properties calculated with ωB97M-V with the def2-TZVPD basis set.

Geometry as XYZ:
```
21
C4H13N2O2 ωB97M-V with the def2-TZVPD basis set
N 0.41 2.86 -3.63
C 0.16 1.93 -2.67
O 1.20 1.18 -2.26
O -0.93 1.89 -2.08
H 1.36 2.99 -3.99
H -0.26 3.63 -3.68
H 1.99 1.40 -2.78
C -0.70 -1.25 0.84
C 0.32 -1.28 1.99
C -0.14 -2.17 3.15
N -0.55 0.02 -0.01
H -0.67 -2.07 0.12
H -1.70 -1.19 1.29
H 0.45 -0.27 2.40
H 1.27 -1.63 1.56
H -1.23 -2.19 3.27
H 0.17 -3.21 3.04
H 0.29 -1.73 4.05
H -0.95 0.85 0.45
H 0.45 0.24 -0.10
H -0.96 -0.01 -0.94
```

Output
**Total charge**: +2
**2S+1**: 2

=====

Stability verdict: <2>, ahead by 0.0455 hartree

=====

<1>
Below is one molecule with the formula C6H6N2O3, with properties calculated with ωB97M-V with the def2-TZVPD basis set.

Geometry as XYZ:
```
17
C6H6N2O3 ωB97M-V with the def2-TZVPD basis set
O -0.44 -2.59 -0.53
C -0.39 -1.37 0.19
O -1.35 -1.08 1.19
C -1.63 -0.44 -0.10
N -1.29 0.92 -0.38
C -0.02 1.32 0.47
C 1.11 0.50 0.24
N 2.47 0.80 0.04
C 3.00 -0.39 -0.01
O 2.17 -1.46 0.05
C 1.03 -0.88 0.32
H -0.67 -3.25 0.06
H -2.44 -0.88 -0.67
H -1.17 0.99 -1.41
H -0.36 1.36 1.49
H 0.12 2.35 0.12
H 4.02 -0.49 -0.19
```

Output
**SMILES**: O[C@]12O[C@H]1NCc1ncoc12
**2S+1**: 1

=====

<2>
Below is C6H6N2O3 as an isolated structure, with properties calculated with ωB97M-V with the def2-TZVPD basis set.

Geometry as XYZ:
```
17
C6H6N2O3 ωB97M-V with the def2-TZVPD basis set
C 2.65 -0.28 -0.26
C 1.38 0.19 -0.36
C -0.74 0.80 0.17
C -2.20 0.49 0.00
C -2.02 -1.16 -0.09
C 0.06 -0.37 -0.26
H 4.03 -1.78 1.14
H 0.11 2.95 0.95
H -3.21 0.65 0.60
H -2.46 0.70 -1.12
H -2.51 -1.52 -0.94
H -2.34 -1.37 1.00
N 1.38 1.51 -0.19
N 0.12 1.87 0.09
O 2.88 -1.68 0.50
O 3.51 0.60 -0.60
O -0.66 -1.60 -0.62
```

Output
**2S+1**: 1

=====

Stability verdict: <1>, ahead by 0.2036 hartree

=====

<1>
Below is a 2-piece molecular cluster, C5H9NO2 overall, with properties calculated with ωB97M-V with the def2-TZVPD basis set.

Geometry as XYZ:
```
17
C5H9NO2 ωB97M-V with the def2-TZVPD basis set
C -1.33 -1.00 -0.41
C -0.89 0.38 0.33
C 0.92 1.42 1.04
C 1.72 0.92 -0.29
C 0.04 -0.27 -0.61
H -0.12 -2.95 -0.04
H -1.97 -2.90 -0.95
H -2.38 -0.75 -0.99
H -1.56 1.16 -0.03
H 0.34 2.44 0.70
H 1.58 1.82 1.95
H 2.25 1.58 -0.78
H 2.46 0.32 0.17
H 0.38 -0.87 0.30
N -1.65 -2.34 -0.11
O -0.07 0.62 1.41
O 1.05 0.36 -1.40
```

Output
**2S+1**: 1

=====

<2>
Below is one molecule with the formula C5H9NO2, with properties calculated with ωB97M-V with the def2-TZVPD basis set.

Geometry as XYZ:
```
17
C5H9NO2 ωB97M-V with the def2-TZVPD basis set
C -0.22 -0.38 1.83
C -0.46 -0.60 0.35
O -1.88 0.07 -0.01
C 0.47 0.14 -0.56
C 0.95 -0.58 -1.80
N -0.12 1.54 -0.80
C 0.99 1.48 -0.10
O 1.84 2.06 0.51
H 0.78 -0.72 2.08
H -0.27 0.68 2.08
H -0.95 -0.93 2.43
H -0.55 -1.66 0.09
H -2.49 -0.04 0.73
H 0.11 -0.94 -2.40
H 1.57 -1.44 -1.53
H 1.53 0.09 -2.42
H -1.30 1.24 -0.50
```

Output
**SMILES**: C[C@@H](O)[C@@]1(C)NC1=O
**2S+1**: 1

=====

Stability verdict: <2>, ahead by 0.2565 hartree

=====

<1>
Below is C5H9NO2 as an isolated structure, with properties calculated with ωB97M-V with the def2-TZVPD basis set.

Geometry as XYZ:
```
17
C5H9NO2 ωB97M-V with the def2-TZVPD basis set
C 0.68 -0.44 -0.39
C 1.88 -0.63 -1.36
C 0.84 0.91 0.36
N -0.24 1.19 1.20
C -1.34 0.30 1.53
C -2.11 0.04 0.38
O -2.88 -1.07 -0.02
O 1.67 1.87 0.01
H 0.53 -1.23 0.39
H -0.25 -0.25 -0.94
H 2.87 -0.59 -0.89
H 1.75 -1.54 -1.98
H 1.99 0.23 -2.02
H -0.27 2.13 1.47
H -1.91 -1.22 0.44
H -1.10 -0.32 2.39
H -2.11 0.63 -0.56
```

Output
**2S+1**: 1

=====

<2>
Below is one molecule with the formula C5H9NO2, with properties calculated with ωB97M-V with the def2-TZVPD basis set.

Geometry as XYZ:
```
17
C5H9NO2 ωB97M-V with the def2-TZVPD basis set
C 1.87 -0.54 -0.85
C 0.44 -0.30 -1.22
C -0.51 0.42 -0.58
C -1.76 0.93 -1.24
C -0.57 0.39 0.87
O -1.17 1.09 1.65
O 0.20 -0.71 1.30
N 0.58 -0.69 2.68
H 2.06 -1.61 -0.84
H 2.11 -0.13 0.12
H 2.51 -0.11 -1.62
H 0.24 -0.53 -2.26
H -1.59 1.13 -2.30
H -2.56 0.20 -1.16
H -2.09 1.84 -0.74
H 0.12 0.14 3.08
H 0.14 -1.51 3.10
```

Output
**SMILES**: C/C=C(/C)C(=O)ON
**2S+1**: 1

=====

Stability verdict: <2>, ahead by 0.0757 hartree

=====

<1>
Below is a 2-piece molecular cluster, C5H9NO2 overall, with properties calculated with ωB97M-V with the def2-TZVPD basis set.

Geometry as XYZ:
```
17
C5H9NO2 ωB97M-V with the def2-TZVPD basis set
C 0.68 -1.65 -0.70
C 0.98 -0.27 -0.88
C -0.01 0.69 -0.80
N -1.34 0.49 -1.13
O 0.28 2.04 -0.72
H -0.18 -2.03 -1.25
H 1.52 -2.33 -0.81
H 0.22 -1.60 0.54
H 1.99 0.07 -0.69
H -1.93 1.27 -0.87
H -1.72 -0.37 -0.76
H 1.22 2.18 -0.86
C -0.29 -0.89 1.82
C -0.25 0.33 1.62
O -0.38 1.61 1.91
H -0.62 -1.67 2.47
H -0.17 2.14 1.12
```

Output
**SMILES**: C/C=C(\N)O.C#CO
**2S+1**: 1

=====

<2>
Below is a 2-piece molecular cluster, C5H9NO2 overall, with properties calculated with ωB97M-V with the def2-TZVPD basis set.

Geometry as XYZ:
```
17
C5H9NO2 ωB97M-V with the def2-TZVPD basis set
C 2.82 0.25 -0.35
N 2.36 -0.06 0.85
C -0.37 -1.27 -0.36
C -0.35 0.26 -0.09
C -1.51 0.78 0.51
C -2.93 0.47 0.18
O -3.27 -0.31 -0.65
O 2.10 0.33 -1.37
H 3.88 0.45 -0.47
H 3.09 0.05 1.54
H -1.29 -1.60 -0.86
H -0.28 -1.77 0.59
H 0.49 -1.53 -0.98
H 0.50 0.51 0.54
H -0.16 0.79 -1.07
H -1.39 1.57 1.26
H -3.69 1.06 0.73
```

Output
**2S+1**: 1

=====

<3>
Below is one molecule with the formula C5H9NO2, with properties calculated with ωB97M-V with the def2-TZVPD basis set.

Geometry as XYZ:
```
17
C5H9NO2 ωB97M-V with the def2-TZVPD basis set
O 1.08 -0.32 2.24
C 0.52 -0.14 1.12
C -0.42 0.95 1.03
N -0.59 1.68 -0.33
C -1.17 0.77 -1.39
C -0.78 -0.68 -1.33
O 0.54 -1.02 -1.15
C 1.00 -1.19 0.09
H -0.07 1.74 1.84
H -1.46 0.74 1.45
H 0.35 1.78 -0.56
H -0.83 1.23 -2.41
H -2.24 0.93 -1.23
H -1.37 -1.22 -0.66
H -1.19 -1.13 -2.30
H 1.01 -2.24 0.53
H 2.05 -1.11 -0.11
```

Output
**SMILES**: O=C1CNCCOC1
**2S+1**: 1

=====

Stability verdict: <3>, ahead by 0.0625 hartree

=====

<1>
Below is a 2-piece molecular cluster, C5H9NO2 overall, with properties calculated with ωB97M-V with the def2-TZVPD basis set.

Geometry as XYZ:
```
17
C5H9NO2 ωB97M-V with the def2-TZVPD basis set
C 0.34 0.09 0.53
N 1.71 0.53 1.01
C 2.60 0.16 0.09
O 2.42 -0.70 -0.82
C -0.10 0.40 -0.97
C -1.57 0.77 -1.19
C -2.73 0.26 -0.53
O -2.04 -1.12 1.65
H 0.14 -0.98 0.67
H -0.43 0.68 1.16
H -2.29 -1.83 2.20
H 3.51 0.63 0.33
H 0.29 -0.44 -1.56
H 0.44 1.36 -1.23
H -1.74 1.45 -2.02
H -2.57 -0.52 0.23
H -3.72 0.36 -1.07
```

Output
**2S+1**: 1

=====

<2>
Below is one molecule with the formula C5H9NO2, with properties calculated with ωB97M-V with the def2-TZVPD basis set.

Geometry as XYZ:
```
17
C5H9NO2 ωB97M-V with the def2-TZVPD basis set
C -2.17 -1.24 -0.18
C -1.14 -0.39 0.14
C -1.62 1.03 0.28
O -0.93 2.00 -0.61
N 0.26 -0.60 0.04
C 1.31 0.24 0.12
C 2.63 -0.46 -0.19
O 1.25 1.43 0.30
H -2.00 -2.31 -0.12
H -3.18 -0.76 -0.24
H -2.69 0.97 0.29
H -1.39 1.26 1.35
H 0.11 2.01 -0.12
H 0.59 -1.59 -0.04
H 2.50 -1.26 -1.06
H 3.21 -0.75 0.71
H 3.27 0.41 -0.66
```

Output
**SMILES**: C=C(CO)NC(C)=O
**2S+1**: 1

=====

<3>
Below is a 2-piece molecular cluster, C5H9NO2 overall, with properties calculated with ωB97M-V with the def2-TZVPD basis set.

Geometry as XYZ:
```
17
C5H9NO2 ωB97M-V with the def2-TZVPD basis set
C -1.54 -0.36 -0.38
C -0.75 -1.62 -0.48
O -0.96 -2.41 0.65
C 0.87 -1.28 -0.58
N 1.95 -1.69 -0.51
H -1.04 0.30 0.38
H -2.57 -0.53 -0.10
H -1.45 0.26 -1.27
H -0.92 -2.16 -1.41
H -0.49 -3.25 0.56
C 1.12 1.95 1.08
C 0.77 1.72 -0.36
O 0.18 2.46 -1.09
H 1.91 2.69 1.15
H 0.24 2.28 1.64
H 1.49 1.01 1.49
H 1.17 0.61 -0.76
```

Output
**SMILES**: C[C@H](O)C#N.CC=O
**2S+1**: 1

=====

Stability verdict: <2>, ahead by 0.0054 hartree